No. 1
Here is a structure of composition C37H32NOP2Tl at a distorted geometry from OMol25. Energies are from ωB97M-V with the def2-TZVPD basis set.

Its relative energy (zero: lowest compared OMol25 entry of this formula, charge and spin) is 3.1186 eV. Its molar mass is 773.00 g mol⁻¹. As for the LUMO energy: -7.69 eV. Its net charge is +2.

CARTESIAN COORDINATES (ANGSTROEM)
C 0.741 -0.948 -1.984
C -0.291 -1.364 -1.130
C -1.583 -1.517 -1.653
C -1.831 -1.276 -3.003
C -0.794 -0.880 -3.848
C 0.492 -0.713 -3.335
P 0.016 -1.626 0.657
C -1.263 -2.873 1.078
C -2.352 -2.486 1.866
C -3.367 -3.397 2.157
C -3.295 -4.702 1.671
C -2.204 -5.097 0.893
C -1.192 -4.187 0.596
Tl 0.000 0.000 2.058
P 0.012 1.570 0.555
C -1.326 1.706 -0.683
C -1.155 2.087 -2.017
C -2.259 2.176 -2.867
C -3.538 1.889 -2.394
C -3.714 1.491 -1.066
C -2.614 1.391 -0.219
C -0.243 3.046 1.612
C 0.607 3.165 2.726
C 0.443 4.212 3.629
C -0.565 5.156 3.426
C -1.408 5.048 2.319
C -1.253 3.996 1.416
C 1.578 1.988 -0.300
C 2.659 1.110 -0.159
C 3.893 1.409 -0.737
C 4.057 2.597 -1.451
C 2.992 3.493 -1.569
C 1.760 3.195 -0.990
C 1.589 -2.575 0.667
C 2.009 -3.361 -0.417
C 3.199 -4.085 -0.343
C 3.978 -4.035 0.814
C 3.562 -3.261 1.898
C 2.376 -2.532 1.827
H 1.397 2.431 2.878
H 1.101 4.290 4.490
H -0.694 5.974 4.130
H -2.192 5.783 2.159
H -1.917 3.912 0.561
H -0.163 2.297 -2.399
H -2.114 2.463 -3.905
H -4.394 1.961 -3.058
H -4.706 1.249 -0.695
H -2.732 1.057 0.809
H 2.521 0.202 0.424
H 4.725 0.720 -0.623
H 5.017 2.834 -1.900
H 3.126 4.430 -2.103
H 0.944 3.910 -1.057
H 1.412 -3.402 -1.323
H 3.516 -4.687 -1.190
H 4.907 -4.597 0.868
H 4.162 -3.222 2.803
H 2.044 -1.929 2.669
H -2.377 -1.473 2.260
H -4.206 -3.090 2.775
H -4.080 -5.416 1.905
H -2.138 -6.117 0.524
H -0.343 -4.502 -0.003
H -2.392 -1.832 -1.002
H -2.838 -1.394 -3.392
H -0.990 -0.696 -4.901
H 1.305 -0.399 -3.983
H 1.745 -0.822 -1.597
H -0.054 0.131 -6.977
H 0.688 0.129 -6.927
O 0.000 0.000 6.644
C 0.000 0.000 5.374
N 0.000 0.000 4.058

=====

No. 2
Here is a structure of composition C12H14N4O7RuS2 from OMol25. Energies are from ωB97M-V with the def2-TZVPD basis set.

Its relative energy (zero: lowest compared OMol25 entry of this formula, charge and spin) is 0.2221 eV. Its molar mass is 491.47 g mol⁻¹. The spin multiplicity is 2. As for the LUMO energy (alpha / beta): 2.35 / 2.22 eV. Its net charge is -1.

CARTESIAN COORDINATES (ANGSTROEM)
Ru 0.810 -0.223 -0.346
O 2.986 -0.221 2.044
C 2.018 -0.597 2.991
C 0.908 -1.497 2.459
N -0.043 -0.856 1.520
C -1.118 -1.797 1.153
C -1.867 -1.189 -0.028
O -3.078 -1.240 -0.136
O -1.071 -0.630 -0.891
C -0.634 0.361 2.126
C 0.233 1.598 1.865
O 0.182 2.536 2.637
O 0.965 1.522 0.797
H 2.671 0.565 1.574
H 1.591 0.275 3.498
H 2.537 -1.178 3.759
H 0.332 -1.851 3.327
H 1.340 -2.359 1.951
H -1.782 -2.002 1.996
H -0.656 -2.727 0.813
H -0.785 0.224 3.199
H -1.599 0.556 1.659
S 1.523 -2.303 -0.935
C 2.764 -2.044 -2.134
C 3.354 -3.208 -2.711
N 3.831 -4.148 -3.174
C 3.137 -0.795 -2.490
S 2.351 0.614 -1.823
C 4.181 -0.573 -3.439
N 5.023 -0.369 -4.198
N -4.191 2.737 -1.726
C -2.981 2.195 -2.343
C -1.823 2.140 -1.357
O -2.203 2.211 -0.071
O -0.686 1.970 -1.691
H -5.028 2.368 -2.152
H -4.221 3.746 -1.794
H -3.173 2.319 -0.080
H -2.644 2.719 -3.238
H -3.152 1.151 -2.611

=====

Please write out number 2 again, unchanged.
Here is a structure of composition C12H14N4O7RuS2 from OMol25. Energies are from ωB97M-V with the def2-TZVPD basis set.

Its relative energy (zero: lowest compared OMol25 entry of this formula, charge and spin) is 0.2221 eV. Its molar mass is 491.47 g mol⁻¹. The spin multiplicity is 2. As for the LUMO energy (alpha / beta): 2.35 / 2.22 eV. Its net charge is -1.

CARTESIAN COORDINATES (ANGSTROEM)
Ru 0.810 -0.223 -0.346
O 2.986 -0.221 2.044
C 2.018 -0.597 2.991
C 0.908 -1.497 2.459
N -0.043 -0.856 1.520
C -1.118 -1.797 1.153
C -1.867 -1.189 -0.028
O -3.078 -1.240 -0.136
O -1.071 -0.630 -0.891
C -0.634 0.361 2.126
C 0.233 1.598 1.865
O 0.182 2.536 2.637
O 0.965 1.522 0.797
H 2.671 0.565 1.574
H 1.591 0.275 3.498
H 2.537 -1.178 3.759
H 0.332 -1.851 3.327
H 1.340 -2.359 1.951
H -1.782 -2.002 1.996
H -0.656 -2.727 0.813
H -0.785 0.224 3.199
H -1.599 0.556 1.659
S 1.523 -2.303 -0.935
C 2.764 -2.044 -2.134
C 3.354 -3.208 -2.711
N 3.831 -4.148 -3.174
C 3.137 -0.795 -2.490
S 2.351 0.614 -1.823
C 4.181 -0.573 -3.439
N 5.023 -0.369 -4.198
N -4.191 2.737 -1.726
C -2.981 2.195 -2.343
C -1.823 2.140 -1.357
O -2.203 2.211 -0.071
O -0.686 1.970 -1.691
H -5.028 2.368 -2.152
H -4.221 3.746 -1.794
H -3.173 2.319 -0.080
H -2.644 2.719 -3.238
H -3.152 1.151 -2.611